[1]
Formula: C20H30O5
Source: the OMol25 dataset
Level of theory: ωB97M-V with the def2-TZVPD basis set

ORCA input file:
```
! RIJCOSX wB97M-V def2-TZVPD def2/J DEFGRID3
* xyz 0 1
C -6.672 -0.699 1.570
C -5.492 0.254 1.694
H -5.065 0.225 2.699
H -5.801 1.274 1.448
O -4.421 -0.127 0.828
C -4.486 0.285 -0.434
O -5.385 0.940 -0.892
C -3.268 -0.140 -1.238
C -2.588 -1.402 -0.689
C -1.501 -1.912 -1.632
C -0.641 -2.978 -0.945
O -0.023 -2.507 0.232
C 1.030 -1.641 0.148
C 1.680 -1.258 -1.019
C 2.754 -0.386 -0.958
C 3.210 0.126 0.248
C 2.554 -0.266 1.409
C 1.482 -1.132 1.365
H 0.977 -1.440 2.268
H 2.889 0.112 2.364
C 4.386 1.069 0.308
C 4.106 2.344 -0.491
H 4.932 3.045 -0.387
H 3.979 2.120 -1.547
H 3.198 2.823 -0.132
C 5.667 0.387 -0.193
C 6.038 -0.825 0.654
H 6.950 -1.285 0.282
H 5.241 -1.565 0.627
H 6.198 -0.533 1.689
H 5.532 0.076 -1.230
H 6.485 1.111 -0.167
H 4.542 1.351 1.355
H 3.240 -0.108 -1.881
H 1.371 -1.632 -1.982
H 0.103 -3.381 -1.643
H -1.275 -3.802 -0.604
H -0.870 -1.078 -1.941
H -1.948 -2.347 -2.527
H -3.343 -2.177 -0.541
H -2.149 -1.176 0.284
C -2.260 1.006 -1.220
O -1.545 1.290 -2.142
O -2.263 1.624 -0.044
C -1.318 2.682 0.142
C 0.052 2.141 0.521
H 0.472 1.563 -0.299
H 0.719 2.969 0.745
H -0.021 1.499 1.395
H -1.256 3.266 -0.782
H -1.738 3.294 0.943
H -3.575 -0.291 -2.277
H -6.355 -1.720 1.770
H -7.086 -0.646 0.566
H -7.442 -0.420 2.283
*
```

Structure (SMILES): CCOC(=O)C(CCCOc1ccc([C@H](C)CC)cc1)C(=O)OCC
Frontier orbital gap in eV: 9.15
Molar mass in g mol⁻¹: 350.45
HOMO energy in eV: -8.33
Energy above the lowest of the compared OMol25 structures with the same formula, charge and spin in kJ/mol: 5.8
Calculated total energy in a.u.: -1156.32779

=====

[2]
Formula: C20H31
Source: the OMol25 dataset
Level of theory: ωB97M-V with the def2-TZVPD basis set

ORCA input file:
```
! RIJCOSX wB97M-V def2-TZVPD def2/J DEFGRID3
* xyz 1 1
C -3.152 -1.754 1.363
C -3.001 -0.523 1.880
C -4.092 0.506 1.712
C -1.742 -0.142 2.628
C -0.372 -0.406 1.950
C 0.832 0.137 2.786
C 2.166 -0.028 2.187
C 2.640 -1.427 1.960
C 2.958 1.122 1.765
H -2.381 -2.516 1.483
H -4.075 -2.041 0.855
H -3.820 1.442 2.210
H -4.275 0.721 0.650
H -5.033 0.158 2.155
H -1.829 0.922 2.874
H -1.774 -0.687 3.591
H -0.287 -1.502 1.751
H -0.407 0.095 0.960
H 0.624 1.204 2.979
H 0.765 -0.410 3.736
H 2.049 -2.125 2.554
H 2.534 -1.715 0.899
H 3.690 -1.601 2.260
H 3.538 0.768 0.824
H 2.300 2.044 1.663
C 4.731 2.933 0.845
C 4.275 2.159 2.104
C 4.168 3.024 3.352
C 4.638 2.540 4.590
C 5.527 1.331 4.668
C 4.270 3.132 5.796
C 3.481 4.261 5.802
C 3.075 4.874 7.113
C 3.181 4.882 4.589
C 3.505 4.282 3.374
C 3.133 5.064 2.154
H 5.391 2.312 0.228
H 3.914 3.230 0.176
H 5.320 3.842 1.076
H 5.121 1.454 2.350
H 5.776 1.071 5.708
H 5.062 0.426 4.247
H 6.486 1.489 4.150
H 4.556 2.674 6.741
H 2.460 5.793 6.970
H 2.466 4.143 7.682
H 3.932 5.162 7.763
H 2.608 5.822 4.600
H 2.525 5.925 2.427
H 4.020 5.455 1.649
H 2.552 4.500 1.428
*
```

Frontier orbital gap in eV: 6.13
Molar mass in g mol⁻¹: 271.47
HOMO energy in eV: -11.59
Energy above the lowest of the compared OMol25 structures with the same formula, charge and spin in kJ/mol: 142.6
Calculated total energy in a.u.: -780.32208

=====

[3]
Formula: C20H31BF2NO10S2
Source: the OMol25 dataset
Level of theory: ωB97M-V with the def2-TZVPD basis set

ORCA input file:
```
! RIJCOSX wB97M-V def2-TZVPD def2/J DEFGRID3
* xyz 1 1
C -4.938 -1.310 0.656
C -3.884 -0.090 0.562
F -4.627 1.169 0.469
C -2.950 -0.139 -0.748
C -1.549 -0.897 -0.526
C -1.270 -2.260 -1.243
C -2.282 -3.061 -2.197
C -2.027 -2.608 -3.723
F -3.655 -3.013 -1.785
C 0.148 -2.899 -1.000
C 1.208 -2.219 -0.062
O 2.494 -2.747 0.164
B 2.473 -4.190 0.362
O 2.310 -4.854 1.634
O 2.681 -5.003 -0.835
N 0.870 -0.961 0.600
C 1.821 -0.261 1.527
C 1.306 -0.506 3.053
O 0.699 -1.549 3.405
O 1.532 0.461 4.092
C -0.422 -0.302 0.401
S -0.849 1.336 1.203
C -0.618 2.539 -0.234
C 0.151 3.870 0.197
O -0.270 4.659 1.086
O 1.417 4.203 -0.428
C 2.329 3.171 0.055
C 3.864 3.617 0.131
C 4.361 4.529 -1.094
O 4.100 4.266 1.415
C 5.241 3.703 2.069
O 6.369 3.619 1.504
C 5.064 3.116 3.559
S 3.670 3.944 4.507
H -5.603 -1.237 -0.281
H -4.345 -2.285 0.631
H -5.524 -1.156 1.632
H -3.253 -0.046 1.524
H -3.526 -0.524 -1.674
H -2.702 0.965 -1.000
H -1.963 -4.171 -2.135
H -1.636 -1.536 -3.696
H -3.013 -2.739 -4.283
H -1.206 -3.296 -4.160
H 0.362 -3.885 -1.552
H 3.200 -4.891 2.073
H 3.657 -5.038 -1.019
H 1.895 0.860 1.337
H 2.881 -0.682 1.495
H 1.979 1.240 3.684
H -0.022 2.019 -1.081
H -1.624 2.828 -0.709
H 2.165 2.230 -0.577
H 1.988 2.914 1.136
H 4.484 2.637 0.130
H 3.594 4.572 -1.939
H 5.322 4.050 -1.526
H 4.591 5.576 -0.685
H 4.918 1.968 3.549
H 6.024 3.358 4.145
H 3.010 2.998 5.279
C -6.488 -2.668 -3.453
O -7.037 -2.332 -2.191
H -5.541 -2.140 -3.574
H -6.311 -3.745 -3.500
H -7.173 -2.368 -4.250
H -7.874 -2.808 -2.103
*
```

Frontier orbital gap in eV: 6.64
Molar mass in g mol⁻¹: 558.41
HOMO energy in eV: -11.69
Calculated total energy in a.u.: -2608.36816

=====

[4]
Formula: C20H31BNO2Rh
Source: the OMol25 dataset
Level of theory: ωB97M-V with the def2-TZVPD basis set

ORCA input file:
```
! RIJCOSX wB97M-V def2-TZVPD def2/J DEFGRID3
* xyz 0 5
O 0.564 0.302 -7.979
C 0.364 1.633 -8.594
C 0.111 1.050 -10.018
H 1.265 2.256 -8.510
H -0.500 2.148 -8.153
C 0.344 -0.323 -9.269
H 0.875 1.297 -10.744
H -0.898 1.191 -10.386
C 1.576 -1.079 -9.749
H 2.452 -0.411 -9.757
H 1.439 -1.494 -10.761
H 1.782 -1.916 -9.059
C -0.883 -1.224 -9.248
H -1.764 -0.657 -8.905
H -0.710 -2.058 -8.545
H -1.102 -1.650 -10.240
Rh -0.018 -0.043 0.109
C -2.031 -0.537 1.225
C -1.761 0.930 1.412
C -1.807 1.545 0.140
H -1.415 1.438 2.332
C -2.217 0.542 -0.794
C -2.303 -0.745 -0.115
H -2.571 -1.678 -0.572
H -1.937 -1.267 2.022
H -1.640 2.593 -0.036
H -2.456 0.719 -1.832
C 1.130 -1.508 1.545
C 0.292 -2.260 0.643
C 0.843 -2.115 -0.643
H -0.537 -2.864 0.953
C 1.993 -1.205 -0.562
C 2.164 -0.802 0.764
H 2.885 -0.113 1.187
H 1.055 -1.471 2.645
H 0.502 -2.619 -1.537
H 2.608 -0.890 -1.391
O 0.329 0.602 -2.145
C -0.054 -0.277 -3.239
C -0.348 0.614 -4.407
H -0.905 -0.902 -2.897
H 0.810 -0.946 -3.434
C 0.561 1.819 -4.145
H -1.407 0.944 -4.364
H -0.180 0.128 -5.367
C 0.501 1.942 -2.642
H 0.252 2.720 -4.665
H 1.590 1.565 -4.462
H -0.378 2.550 -2.327
H 1.407 2.369 -2.170
B -0.007 0.004 4.747
C 0.003 0.038 3.349
N 0.134 0.114 2.129
H 0.997 -0.571 5.254
H -0.994 -0.577 5.254
H -0.004 1.150 5.252
*
```

⟨S²⟩: 6.026
Frontier orbital gap (alpha / beta) in eV: 6.92 / 6.91
Molar mass in g mol⁻¹: 431.19
HOMO energy (alpha / beta) in eV: -6.50 / -7.83
Energy above the lowest of the compared OMol25 structures with the same formula, charge and spin in kJ/mol: 105.4
Calculated total energy in a.u.: -1120.92485

=====

[5]
Formula: C20H31BaO2
Source: the OMol25 dataset
Level of theory: ωB97M-V with the def2-TZVPD basis set

ORCA input file:
```
! RIJCOSX wB97M-V def2-TZVPD def2/J DEFGRID3
* xyz -1 1
O -0.115 0.056 -2.331
C 0.927 -0.503 -3.172
C 0.428 0.407 -4.289
H 0.747 -1.577 -3.290
H 1.937 -0.318 -2.778
C -0.725 0.823 -3.344
H 0.110 -0.100 -5.190
H 1.105 1.234 -4.502
C -2.053 0.196 -3.689
H -1.977 -0.898 -3.706
H -2.362 0.541 -4.686
H -2.836 0.480 -2.973
C -0.829 2.284 -2.994
H 0.159 2.738 -2.856
H -1.417 2.438 -2.075
H -1.341 2.810 -3.815
Ba 0.118 -0.241 -0.179
C 0.918 1.604 1.590
C 1.886 0.549 1.486
C 2.452 0.602 0.161
H 2.063 -0.252 2.218
C 1.818 1.688 -0.547
C 0.864 2.301 0.341
H 0.169 3.110 0.071
H 0.289 1.803 2.466
H 3.093 -0.167 -0.292
H 1.953 1.916 -1.608
C -1.528 -0.463 1.900
C -1.992 0.719 1.253
C -2.436 0.376 -0.069
H -1.963 1.741 1.655
C -2.247 -1.055 -0.239
C -1.696 -1.567 0.994
H -1.290 -2.578 1.132
H -1.055 -0.526 2.887
H -2.776 1.083 -0.838
H -2.298 -1.609 -1.187
O 0.702 -1.667 -7.365
C 0.254 -0.566 -8.199
C 0.413 -0.957 -9.672
H 0.872 0.331 -7.972
H -0.787 -0.330 -7.920
C 1.629 -1.904 -9.603
H 0.559 -0.109 -10.324
H -0.469 -1.526 -9.993
C 1.395 -2.599 -8.255
H 2.548 -1.306 -9.550
H 1.689 -2.592 -10.433
H 2.328 -2.912 -7.763
H 0.767 -3.503 -8.397
C 1.362 -2.651 0.555
H 1.462 -2.758 1.640
H 2.345 -2.630 0.074
H 0.747 -3.456 0.140
*
```

Frontier orbital gap in eV: 4.20
Molar mass in g mol⁻¹: 440.79
HOMO energy in eV: -2.08
Energy above the lowest of the compared OMol25 structures with the same formula, charge and spin in kJ/mol: 182.7
Calculated total energy in a.u.: -956.43450

=====

[6]
Formula: C20H31Cl2CrN4O3
Source: the OMol25 dataset
Level of theory: ωB97M-V with the def2-TZVPD basis set

ORCA input file:
```
! RIJCOSX wB97M-V def2-TZVPD def2/J DEFGRID3
* xyz -1 5
O 0.082 0.009 -1.853
C -0.787 0.285 -2.876
C -0.445 1.613 -3.606
C 0.373 2.590 -3.044
H 0.777 2.427 -2.039
C 0.629 3.783 -3.731
H 1.305 4.517 -3.287
C 0.013 4.033 -4.962
H 0.188 4.974 -5.490
C -0.837 3.064 -5.516
H -1.338 3.244 -6.467
C -1.041 1.855 -4.850
H -1.699 1.084 -5.261
H -0.695 -0.502 -3.655
C -2.846 -1.106 -2.170
C -2.264 0.243 -2.448
H -3.942 -1.068 -2.212
H -2.568 -1.420 -1.149
H -2.501 -1.869 -2.882
C -2.910 1.389 -2.193
C -4.231 1.503 -1.518
H -2.439 2.342 -2.440
H -4.968 1.999 -2.162
H -4.124 2.113 -0.614
H -4.621 0.525 -1.222
Cr -0.036 0.011 0.183
Cl 0.530 2.192 0.321
Cl -2.165 0.210 0.712
H 4.697 1.266 -2.702
H 4.934 1.697 -0.102
C 3.626 1.352 -2.482
C 3.847 1.586 0.000
N 3.341 0.843 -1.150
H 3.057 0.756 -3.201
C 2.567 -0.232 -1.009
O 2.004 -0.565 0.072
H 3.601 1.039 0.914
H 2.429 -0.834 -1.923
H 3.326 2.405 -2.565
H 3.389 2.582 0.036
H -0.529 -5.332 0.625
H 1.270 -5.677 -1.288
C -1.031 -4.736 -0.151
C 0.746 -4.907 -1.869
N -0.044 -4.058 -0.986
H -1.692 -4.000 0.314
C 0.234 -2.765 -0.800
O -0.346 -2.066 0.074
H 1.475 -4.293 -2.408
H 1.000 -2.334 -1.468
H -1.606 -5.420 -0.785
H 0.086 -5.411 -2.587
N 0.267 -1.268 2.948
C -0.074 -1.103 4.243
C -0.298 0.264 4.422
C -0.057 0.863 3.176
N 0.236 -0.094 2.263
H 0.461 -2.137 2.452
H -0.145 -1.931 4.933
H -0.614 0.772 5.314
H -0.106 1.898 2.874
*
```

⟨S²⟩: 6.018
Frontier orbital gap (alpha / beta) in eV: 3.44 / 6.67
Molar mass in g mol⁻¹: 498.39
HOMO energy (alpha / beta) in eV: -1.12 / -4.36
Energy above the lowest of the compared OMol25 structures with the same formula, charge and spin in kJ/mol: 0.0
Calculated total energy in a.u.: -3190.40826

=====

[7]
Formula: C20H31Cl2CuN4O3
Source: the OMol25 dataset
Level of theory: ωB97M-V with the def2-TZVPD basis set

ORCA input file:
```
! RIJCOSX wB97M-V def2-TZVPD def2/J DEFGRID3
* xyz -1 2
O 2.405 1.129 -1.266
C 1.466 1.643 -2.035
C 1.300 3.154 -1.824
C 0.777 3.693 -0.658
H 0.408 3.021 0.122
C 0.675 5.087 -0.524
H 0.257 5.499 0.396
C 1.093 5.926 -1.563
H 1.007 7.012 -1.466
C 1.615 5.364 -2.737
H 1.930 5.991 -3.571
C 1.731 3.978 -2.855
H 2.132 3.501 -3.754
H 1.958 1.517 -3.019
C 0.190 -0.480 -2.825
C 0.094 0.887 -2.248
H -0.016 -0.471 -3.909
H -0.568 -1.102 -2.313
H 1.196 -0.892 -2.695
C -1.066 1.581 -2.266
C -2.254 1.258 -3.101
H -1.199 2.456 -1.622
H -2.322 1.997 -3.915
H -3.174 1.342 -2.512
H -2.195 0.263 -3.564
Cu -0.690 -0.386 0.591
Cl -1.493 1.597 1.108
Cl -2.431 -1.070 -0.576
C -2.679 -1.369 2.556
O -1.506 -1.770 2.469
N -3.701 -2.101 3.028
C -3.499 -3.473 3.463
C -5.064 -1.595 2.985
H -2.972 -0.366 2.196
H -2.467 -3.772 3.260
H -4.196 -4.130 2.930
H -3.707 -3.567 4.536
H -5.029 -0.617 2.497
H -5.476 -1.488 3.997
H -5.708 -2.275 2.414
H 1.491 -4.882 -0.122
H 4.053 -3.902 -0.012
C 1.439 -4.154 -0.942
C 3.700 -3.135 -0.715
N 2.253 -2.991 -0.633
H 0.402 -3.838 -1.082
C 1.647 -1.863 -0.265
O 0.404 -1.888 -0.024
H 4.169 -2.176 -0.473
H 2.257 -0.945 -0.216
H 1.830 -4.622 -1.850
H 3.991 -3.444 -1.726
N 2.223 0.865 3.243
C 2.122 -0.451 3.667
C 1.263 -1.066 2.794
N 0.828 -0.127 1.870
C 1.445 1.022 2.143
H 2.761 1.607 3.683
H 2.634 -0.851 4.526
H 0.922 -2.085 2.792
H 1.342 1.953 1.611
*
```

⟨S²⟩: 0.753
Frontier orbital gap (alpha / beta) in eV: 5.60 / 5.60
Molar mass in g mol⁻¹: 509.94
HOMO energy (alpha / beta) in eV: -3.01 / -3.01
Energy above the lowest of the compared OMol25 structures with the same formula, charge and spin in kJ/mol: 0.0
Calculated total energy in a.u.: -3786.36066

=====

[8]
Formula: C20H31ClHfN2O
Source: the OMol25 dataset
Level of theory: ωB97M-V with the def2-TZVPD basis set

ORCA input file:
```
! RIJCOSX wB97M-V def2-TZVPD def2/J DEFGRID3
* xyz 2 1
C -0.130 0.081 -6.133
C 1.247 0.585 -6.080
C -0.374 -1.332 -6.455
C -1.255 1.024 -6.120
Cl 0.028 0.505 -2.093
H -0.392 -1.502 -7.546
H -1.344 -1.675 -6.067
H 0.412 -1.983 -6.048
H 1.613 0.861 -7.085
H 1.940 -0.173 -5.689
H 1.328 1.483 -5.453
H -1.476 1.401 -7.134
H -1.043 1.901 -5.493
H -2.176 0.550 -5.752
C 1.272 -1.859 1.526
C 0.470 -2.774 0.790
C 0.763 -2.613 -0.607
H -0.129 -3.560 1.243
C 1.831 -1.660 -0.717
C 2.132 -1.186 0.596
H 2.984 -0.571 0.889
H 1.371 -1.839 2.611
H 0.359 -3.219 -1.420
H 2.405 -1.445 -1.618
C -2.590 0.109 0.689
C -2.114 -1.169 1.186
C -2.113 -2.073 0.065
H -2.002 -1.443 2.236
C -2.569 -1.365 -1.091
C -2.925 -0.046 -0.681
H -3.448 0.695 -1.285
H -2.809 0.977 1.308
H -2.000 -3.155 0.142
H -2.759 -1.800 -2.077
Hf -0.232 -0.536 -0.005
C 2.173 2.519 1.994
N 1.402 1.814 3.010
C 1.881 2.024 4.382
C 1.036 1.310 5.407
C 0.396 0.064 4.841
N -0.372 0.422 3.628
C -1.752 0.888 3.865
C 0.375 1.055 2.671
O 0.153 0.842 1.388
H 1.746 2.346 1.010
H 3.210 2.162 2.014
H 2.166 3.589 2.218
H 2.920 1.677 4.434
H 1.900 3.105 4.580
H 0.251 1.988 5.762
H 1.674 1.040 6.256
H -0.303 -0.400 5.541
H 1.169 -0.662 4.548
H -2.483 0.176 3.454
H -1.908 0.966 4.949
H -1.910 1.879 3.410
*
```

Frontier orbital gap in eV: 5.75
Molar mass in g mol⁻¹: 529.42
HOMO energy in eV: -13.63
Calculated total energy in a.u.: -1473.19506